one:
Formula: C5H13N2O
Source: OMol25
Level of theory: ωB97M-V/def2-TZVPD

Orbital gap ... 6.056 eV
Multiplicity ... 1
Highest occupied orbital energy ... -0.09625 Ha
Charge ... -1

Cartesian coordinates (Å):
C: -1.523 -0.928 -0.750
C: -2.426 0.629 0.999
C: -0.653 1.422 -0.620
C: 2.469 -1.236 0.258
C: -1.199 0.239 0.176
N: 3.652 0.748 -0.218
N: 2.541 0.158 -0.169
O: 4.759 0.165 0.099
H: -1.794 -1.815 -0.177
H: -2.354 -0.678 -1.407
H: -0.655 -1.165 -1.357
H: -3.249 0.918 0.349
H: -2.195 1.466 1.655
H: -2.755 -0.206 1.618
H: -0.557 2.297 0.021
H: 0.340 1.174 -0.990
H: -1.310 1.672 -1.453
H: 1.964 -1.830 -0.515
H: 3.472 -1.651 0.438
H: 1.881 -1.302 1.184
H: -0.407 -0.077 0.859

=====

two:
Formula: C5H13N2O
Source: OMol25
Level of theory: ωB97M-V/def2-TZVPD

Orbital gap ... 6.171 eV
Multiplicity ... 1
Highest occupied orbital energy ... -0.09387 Ha
Charge ... -1

Cartesian coordinates (Å):
C: -0.910 -2.345 -0.386
O: -2.092 -2.281 -0.969
C: -0.112 -1.019 -0.428
C: -0.845 0.036 0.401
C: -0.419 1.486 0.214
C: 1.082 1.677 0.463
N: 1.650 0.941 1.711
N: -0.010 -0.496 -1.823
H: -0.647 -2.680 0.660
H: -0.212 -3.100 -0.950
H: 0.872 -1.109 0.040
H: -1.919 -0.120 0.231
H: -0.851 -0.127 1.486
H: -0.679 1.969 -0.721
H: -0.979 2.053 0.978
H: 1.332 2.751 0.493
H: 1.526 1.267 -0.453
H: 2.608 1.272 1.597
H: 1.053 1.821 1.880
H: 0.517 -1.213 -2.320
H: -0.966 -0.783 -2.105

=====

one is favored, and the nearest alternative lies 1.276 eV above it.

=====

one:
Formula: C3H3FN2S
Source: OMol25
Level of theory: ωB97M-V/def2-TZVPD

Orbital gap ... 8.607 eV
Multiplicity ... 1
Highest occupied orbital energy ... -0.33875 Ha

Cartesian coordinates (Å):
C: 0.547 -1.368 0.017
C: 1.394 0.614 -0.107
C: 0.073 0.844 -0.200
H: -3.039 0.673 0.976
H: 0.506 -2.525 -0.133
H: 2.430 1.195 -0.089
N: -0.563 -0.351 -0.030
N: 1.590 -0.679 -0.131
F: -0.660 2.041 -0.102
S: -2.277 -0.444 -0.201

=====

two:
Formula: C3H3FN2S
Source: OMol25
Level of theory: ωB97M-V/def2-TZVPD

Orbital gap (spin up / spin down) ... 8.641 / 8.642 eV
Multiplicity ... 1
Highest occupied orbital energy (spin up / spin down) ... -0.41592 / -0.41594 Ha

Cartesian coordinates (Å):
C: 1.307 -0.637 0.069
C: 2.140 -0.994 -0.908
C: 0.029 0.055 -0.097
N: 3.365 -1.414 -0.814
N: 3.635 -1.568 0.452
F: 1.425 -0.647 -3.137
S: 2.393 -1.160 1.430
H: -0.849 -0.634 -0.022
H: -0.079 0.821 0.588
H: 0.129 0.415 -1.084

=====

one is favored, and the nearest alternative lies 2.249 eV above it.